# 1
{"formula": "C4H12N2S", "method": "wB97M-V/def2-TZVPD", "species": ["N", "C", "C", "N", "C", "C", "S", "H", "H", "H", "H", "H", "H", "H", "H", "H", "H", "H", "H"], "xyz": [[-1.62024, 2.24191, 0.90205], [-0.18422, 2.25179, 0.66494], [0.05984, 1.21588, -0.38661], [-0.32242, -0.15896, -0.03003], [0.76665, -1.10971, -0.30311], [0.74944, -2.76387, 0.06533], [-0.52409, -3.77276, -0.89304], [-1.96555, 3.00980, 0.46199], [-1.98668, 1.46509, 0.39498], [0.16128, 3.20741, 0.26339], [0.38933, 2.24910, 1.64070], [1.06993, 1.25607, -0.64714], [-0.39490, 1.38953, -1.36494], [-0.37976, -0.13654, 0.99027], [1.69611, -0.65822, 0.19784], [1.09834, -1.00018, -1.38088], [1.59961, -3.28956, -0.32367], [0.80277, -2.74823, 1.19107], [-1.01545, -2.64854, -1.44316]], "total_charge": 0, "energy_ha": -667.21658, "smiles": "NCCNCCS", "gap_ha": 0.3652, "multiplicity": 1}

# 2
{"formula": "H26NO16SV", "method": "wB97M-V/def2-TZVPD", "species": ["O", "V", "N", "H", "H", "H", "H", "S", "O", "O", "O", "O", "O", "H", "H", "O", "H", "H", "O", "H", "H", "O", "H", "H", "O", "H", "H", "O", "H", "H", "O", "H", "H", "O", "H", "H", "O", "H", "H", "O", "H", "H", "O", "H", "H"], "xyz": [[-0.55165, 2.63150, 3.38772], [-0.03833, 1.16951, 3.05033], [0.32396, -0.78474, -2.93047], [-0.35896, -0.76259, -2.19925], [0.08278, -1.42355, -3.70132], [1.23103, -1.04349, -2.46740], [0.46301, 0.18640, -3.10003], [-0.28516, -0.14752, 0.79158], [0.74451, 0.91085, 1.34821], [-0.94042, 0.30122, -0.40350], [0.34148, -1.40685, 0.77719], [-1.20479, -0.04127, 1.98567], [2.41957, -1.55737, -0.84709], [1.73389, -1.66606, -0.20822], [3.30958, -1.85905, -0.61260], [-3.64636, -2.55233, 2.01041], [-2.96446, -2.69926, 1.32623], [-3.42577, -1.64945, 2.20732], [-1.60638, 2.25053, -2.10503], [-0.75060, 2.56074, -2.35464], [-1.40536, 1.64267, -1.36210], [-0.19860, -3.17040, -4.46284], [-0.75238, -3.93666, -4.38212], [0.16722, -3.35042, -5.30997], [2.23119, 1.28490, -1.80292], [2.69655, 2.01103, -1.34975], [2.84620, 0.55946, -1.90254], [-2.11253, -0.08944, -3.56505], [-2.38823, 0.74490, -2.99200], [-2.73861, -0.86240, -3.60016], [-2.36856, -2.20956, 4.89983], [-2.81469, -2.45154, 4.03008], [-2.75973, -2.77795, 5.52139], [-0.70879, -0.12162, 4.51245], [-1.27770, -1.00130, 4.46303], [-0.93987, 0.27573, 5.36513], [2.28904, 3.91993, 3.27569], [3.22748, 4.11283, 3.49070], [2.43068, 3.60333, 2.36279], [1.19380, 1.16802, -5.18177], [1.91586, 1.80373, -5.43157], [0.44896, 1.76480, -4.94756], [1.94710, 1.19754, 3.89943], [1.89050, 1.36218, 4.90701], [2.30356, 2.10301, 3.60772]], "s_squared": 0.7657, "total_charge": 1, "energy_ha": -2616.29944, "gap_ha": [0.3811, 0.3988], "multiplicity": 2}

# 3
{"formula": "C5H10N2", "method": "wB97M-V/def2-TZVPD", "species": ["C", "C", "C", "N", "C", "C", "N", "H", "H", "H", "H", "H", "H", "H", "H", "H", "H"], "xyz": [[2.01244, -0.47423, -0.26588], [0.95761, 0.31485, 1.17066], [-1.52353, 1.00488, 0.98884], [0.95782, -0.81436, -1.13227], [-0.29281, -0.42240, -0.69705], [-0.32126, 0.25293, 0.49139], [-1.33507, -0.59610, -1.62233], [1.10195, -0.69408, -2.12887], [-1.41817, -1.54989, -1.94796], [-2.22376, -0.27488, -1.26575], [2.77869, 0.14006, -0.73659], [2.41253, -1.31137, 0.29286], [1.20856, 1.28443, 1.59898], [1.20898, -0.49358, 1.84502], [-1.23749, 1.97155, 1.40906], [-2.02219, 0.44571, 1.78529], [-2.26430, 1.21647, 0.21462]], "total_charge": 0, "energy_ha": -305.96611, "gap_ha": 0.2990, "multiplicity": 1}

# 4
{"formula": "C19H27N3O5P", "method": "wB97M-V/def2-TZVPD", "species": ["C", "P", "O", "N", "C", "C", "N", "C", "C", "C", "C", "N", "H", "H", "H", "H", "H", "H", "H", "H", "H", "H", "H", "H", "H", "H", "H", "H", "H", "H", "H", "C", "C", "C", "O", "C", "C", "C", "O", "H", "H", "H", "H", "C", "C", "C", "O", "C", "C", "C", "O", "H", "H", "H", "H"], "xyz": [[0.65356, 2.32681, 0.32865], [-0.12433, 1.43560, -1.05297], [-1.69661, 1.85077, -0.92694], [-0.12673, -0.29360, -0.38670], [1.31887, -0.67469, -0.28347], [1.56623, -2.13975, -0.51290], [1.90664, -2.89185, 0.44187], [-0.91864, -0.38954, 0.89997], [-1.11862, -1.81136, 1.42593], [-0.43275, -2.20178, 2.75569], [0.72651, -1.34777, 3.23772], [1.18571, -1.87409, 4.54215], [1.37109, 3.01770, -0.10080], [1.16911, 1.66069, 1.01516], [-0.11913, 2.84065, 0.89746], [-1.95119, 2.26028, -1.76018], [-0.60218, -0.85869, -1.08889], [1.84377, -0.13501, -1.08027], [1.74151, -0.33385, 0.65226], [1.45503, -2.51872, -1.53220], [2.06989, -3.84159, 0.11048], [-1.88193, 0.01450, 0.62876], [-0.48646, 0.30861, 1.60443], [-0.84913, -2.51530, 0.63855], [-2.19055, -1.94179, 1.56176], [-0.05131, -3.21644, 2.63667], [-1.18237, -2.27093, 3.53975], [1.55323, -1.36565, 2.53184], [0.37773, -0.32720, 3.40439], [2.11985, -2.24938, 4.44397], [1.28134, -1.11724, 5.20467], [5.10176, 2.26803, -3.35046], [5.74184, 2.07832, -4.50124], [5.48573, 0.87596, -5.33522], [6.06310, 0.69582, -6.38044], [4.48567, -0.10533, -4.83263], [3.84912, 0.08974, -3.68191], [4.10684, 1.29113, -2.85359], [3.52525, 1.47643, -1.79871], [5.27348, 3.13528, -2.72608], [6.47235, 2.77942, -4.88352], [4.31432, -0.97427, -5.45508], [3.12016, -0.61535, -3.30148], [-4.65373, 1.55315, 0.58621], [-5.84021, 1.28933, 0.04422], [-6.79122, 0.34514, 0.68942], [-7.86538, 0.10204, 0.19280], [-6.36874, -0.28678, 1.96680], [-5.18398, -0.01938, 2.50966], [-4.23838, 0.91887, 1.86142], [-3.15130, 1.15553, 2.35426], [-3.94886, 2.23832, 0.13885], [-6.17257, 1.74263, -0.88113], [-7.07742, -0.96734, 2.42104], [-4.85596, -0.46614, 3.44002]], "total_charge": 1, "energy_ha": -1621.70165, "gap_ha": 0.2888, "multiplicity": 1}